{
  "formula": "C4H7NO",
  "method": "ωB97M-V/def2-TZVPD",
  "symbols": ["C", "N", "C", "C", "C", "O", "H", "H", "H", "H", "H", "H", "H"],
  "positions_angstrom": [[1.03985, -1.44062, 0.34940], [0.40888, -0.65436, 1.40357], [-0.29660, -0.82808, 0.14915], [-0.37141, 0.33751, -0.82388], [-0.90521, 1.62165, -0.37378], [0.49840, 1.41449, -0.49001], [1.88189, -0.96887, -0.15629], [1.13691, -2.51306, 0.50807], [0.79685, 0.28289, 1.42570], [-1.19119, -1.39929, 0.34666], [-0.39013, 0.12798, -1.89944], [-1.32561, 2.33080, -1.08484], [-1.28262, 1.68898, 0.64570]],
  "atomic_forces_ev_per_a": [[0.07, -0.14, -0.10], [0.08, 0.26, 0.39], [0.09, 0.29, -0.33], [-0.10, -0.27, 0.21], [-0.27, 0.15, 0.05], [0.17, 0.08, 0.00], [-0.22, -0.13, -0.09], [-0.01, 0.25, 0.16], [0.29, -0.02, 0.00], [-0.18, -0.23, -0.69], [-0.06, -0.17, 0.41], [0.05, -0.14, 0.09], [0.08, 0.05, -0.10]],
  "max_force_ev_per_a": 0.75,
  "e_tot_ev": -7796.602,
  "lumo_energy_ha": 0.0428,
  "smiles": "C1N[C@H]1[C@H]1CO1",
  "gap_ev": 10.72
}